(1)
{
  "formula": "C3H6O5",
  "method": "ωB97M-V/def2-TZVPD",
  "symbols": ["O", "C", "O", "C", "C", "O", "O", "H", "H", "H", "H", "O", "H", "H"],
  "positions_angstrom": [[0.0000, 0.0000, 0.0000], [-0.2500, 0.3602, -1.1865], [-1.4113, 0.4160, -1.7924], [-1.4300, 0.9871, -3.0742], [-2.8173, 0.6659, -3.7027], [-2.9764, 0.3310, -4.8489], [-3.8386, 1.0239, -2.8775], [0.5762, 0.7464, -1.8157], [-1.2735, 2.0799, -2.9922], [-0.7000, 0.5967, -3.8091], [-3.4888, 1.2762, -1.9798], [0.1224, 0.1408, 3.4633], [0.5619, 0.3775, 2.6154], [-0.4688, -0.6118, 3.2346]],
  "forces_ev_per_a": [[-1.84, 1.15, -4.68], [3.04, -0.53, 4.38], [-0.72, -0.77, 0.98], [-0.29, 0.13, -1.98], [-0.01, 1.38, -0.18], [0.16, 0.11, 1.48], [0.63, -0.23, 0.53], [-0.12, -0.24, 0.09], [-0.32, -0.41, -0.15], [-0.05, -0.11, 0.80], [-0.45, -0.49, -1.21], [-0.14, -0.50, -0.98], [-0.56, -0.35, 0.78], [0.68, 0.85, 0.13]],
  "charge": 0,
  "e_above_lowest_kj_mol": 140.1,
  "energy_ha": -494.09728,
  "molar_mass_g_mol": 122.1,
  "smiles": "O=COCC(=O)O.O"
}

(2)
{
  "formula": "C4H8O2",
  "method": "ωB97M-V/def2-TZVPD",
  "symbols": ["C", "C", "O", "H", "H", "H", "H", "C", "C", "O", "H", "H", "H", "H"],
  "positions_angstrom": [[0.9091, -0.5197, -0.8723], [-0.5084, -0.3280, -0.8783], [-1.1455, 0.5628, -1.6835], [1.5108, 0.3497, -1.1516], [1.2693, -1.4667, -1.2760], [-1.1136, -1.2266, -0.7669], [-0.4556, 1.1256, -2.0638], [-1.0549, 0.4564, 0.9402], [0.1816, -0.1074, 1.2347], [1.2140, 0.6635, 1.5801], [-1.1079, 1.5360, 0.8348], [-1.9625, -0.0482, 1.2559], [0.2443, -1.1636, 1.4855], [2.0192, 0.1663, 1.3612]],
  "forces_ev_per_a": [[-0.02, 0.03, -0.40], [0.29, -0.53, -0.27], [0.21, 0.20, 0.12], [-0.09, -0.08, 0.10], [-0.18, 0.14, 0.09], [0.08, 0.19, 0.18], [-0.09, -0.03, -0.02], [0.08, 0.08, 0.33], [-0.56, 0.04, 0.39], [0.03, -0.09, -0.19], [0.05, -0.18, -0.08], [0.19, -0.02, -0.13], [0.02, 0.16, -0.17], [-0.01, 0.09, 0.05]],
  "charge": 0,
  "e_above_lowest_kj_mol": 504.1,
  "energy_ha": -307.52044,
  "molar_mass_g_mol": 88.1,
  "smiles": "C=CO.C=CO"
}

(3)
{
  "formula": "C18H38OOsP2",
  "method": "ωB97M-V/def2-TZVPD",
  "symbols": ["P", "P", "C", "C", "H", "H", "H", "H", "C", "H", "H", "H", "C", "H", "H", "H", "C", "H", "H", "H", "C", "H", "H", "H", "Os", "C", "C", "C", "C", "C", "C", "C", "C", "C", "H", "H", "H", "H", "H", "H", "H", "H", "H", "H", "H", "H", "H", "H", "H", "C", "C", "C", "O", "H", "H", "H", "H", "H", "H", "H"],
  "positions_angstrom": [[1.9981, 0.6566, -2.3644], [-1.0374, -0.8244, -2.5621], [1.4537, -0.2784, -3.8852], [-0.0825, -0.3277, -4.0867], [1.8858, -1.2946, -3.8087], [1.9332, 0.2169, -4.7472], [-0.4820, 0.6472, -4.4225], [-0.3352, -1.0731, -4.8587], [-0.7005, -2.6474, -2.6438], [-1.2834, -3.1449, -1.8547], [0.3686, -2.8613, -2.5019], [-1.0197, -3.0336, -3.6212], [-2.7669, -0.8670, -3.1516], [-2.8548, -1.5820, -3.9821], [-3.0762, 0.1302, -3.4895], [-3.4103, -1.1994, -2.3242], [3.8114, 0.7416, -2.5836], [4.2311, 1.3901, -1.7995], [4.0537, 1.1670, -3.5680], [4.2459, -0.2634, -2.5026], [1.5720, 2.3612, -2.9340], [0.4916, 2.4746, -3.0952], [2.1007, 2.5707, -3.8744], [1.9096, 3.0719, -2.1682], [-0.0775, 0.5386, 2.2646], [-1.7275, -0.1051, 0.7444], [-0.7510, -1.1089, 0.9588], [0.5063, -1.4392, 0.1962], [1.8116, -0.6604, 0.4463], [1.6444, 0.7408, 0.9552], [0.6383, 1.7102, 0.6346], [-0.3566, 1.6172, -0.5001], [-1.7619, 1.1227, -0.1051], [0.7164, 1.8523, 3.5529], [-2.7097, -0.3223, 1.1808], [-1.1460, -1.9880, 1.4947], [0.3009, -1.3666, -0.8844], [0.7140, -2.5039, 0.3840], [2.4311, -1.2247, 1.1681], [2.4071, -0.6596, -0.4911], [2.5417, 1.1246, 1.4552], [0.8762, 2.7509, 0.9139], [0.0322, 0.9015, -1.2590], [-0.4532, 2.6001, -0.9898], [-2.2650, 1.9177, 0.4813], [-2.3770, 0.9665, -1.0091], [-0.1193, 2.4929, 3.8768], [1.4921, 2.4799, 3.0967], [1.1123, 1.3721, 4.4587], [-1.2832, 0.1280, 5.7419], [-1.1473, -0.6208, 4.4177], [-1.9499, -1.9230, 4.4514], [-1.6329, 0.2126, 3.4054], [-2.3327, 0.4245, 5.8668], [-0.6515, 1.0200, 5.7571], [-0.9845, -0.5263, 6.5665], [-0.0705, -0.8365, 4.1947], [-3.0168, -1.6871, 4.5597], [-1.7953, -2.5063, 3.5397], [-1.6216, -2.5253, 5.3047]],
  "forces_ev_per_a": [[0.44, 0.99, -3.20], [0.31, -1.55, -1.91], [-0.63, -0.82, 0.27], [0.27, 0.45, 0.03], [-0.28, 0.38, -0.12], [-0.04, -0.04, 0.36], [0.30, -0.36, 0.08], [0.11, 0.27, 0.15], [-0.01, 0.14, 0.31], [0.26, 0.00, -0.22], [-0.35, -0.02, 0.00], [0.06, 0.10, 0.26], [-0.13, 0.32, 0.07], [0.01, 0.23, 0.21], [-0.08, -0.25, 0.12], [0.09, 0.14, -0.28], [0.18, -0.38, 0.69], [-0.01, -0.24, -0.26], [-0.22, -0.11, 0.24], [0.02, 0.30, 0.02], [-0.31, 0.08, 0.71], [0.37, 0.01, 0.09], [-0.04, -0.20, 0.27], [-0.17, 0.01, -0.27], [-2.07, 1.50, 1.52], [0.05, -2.12, -0.59], [-2.06, -0.21, -1.68], [0.66, -0.49, -0.76], [0.21, -0.44, 0.08], [0.51, 0.46, 0.62], [0.77, -0.16, -0.05], [-0.37, -0.24, -0.80], [0.76, 0.88, 0.09], [0.47, 1.37, 0.42], [0.56, 0.09, 0.27], [0.17, 0.72, 0.16], [-0.01, 0.04, 0.67], [-0.06, 0.36, -0.03], [-0.18, 0.37, -0.25], [-0.13, -0.18, 0.32], [-0.37, -0.06, -0.12], [-0.13, -0.65, 0.21], [-0.48, 0.80, 0.86], [0.08, -0.34, 0.27], [0.05, -0.33, -0.29], [0.08, -0.02, 0.44], [0.21, -0.01, -0.01], [-0.07, -0.10, 0.37], [0.01, -0.07, -0.19], [0.33, -0.14, 0.05], [-0.90, -0.52, 1.29], [0.32, 0.05, 0.00], [1.37, 0.30, -0.73], [0.28, -0.09, 0.00], [-0.20, -0.09, 0.09], [-0.09, 0.17, -0.05], [0.07, -0.21, 0.29], [0.29, -0.07, -0.02], [-0.12, 0.00, 0.10], [-0.14, 0.03, -0.17]],
  "charge": 2,
  "e_above_lowest_kj_mol": 59.9,
  "multiplicity": 5,
  "energy_ha": -1556.45642,
  "molar_mass_g_mol": 522.7
}

(4)
{
  "formula": "C8H26CdN4O5",
  "method": "ωB97M-V/def2-TZVPD",
  "symbols": ["O", "H", "Cd", "N", "N", "O", "O", "C", "C", "C", "C", "H", "H", "H", "H", "H", "H", "H", "H", "O", "H", "H", "C", "H", "H", "H", "O", "H", "H", "N", "C", "C", "C", "N", "H", "H", "H", "H", "H", "H", "H", "H", "H", "H"],
  "positions_angstrom": [[3.7224, 0.5260, -1.3503], [4.3763, 1.0414, -1.8459], [0.9527, 0.5991, -0.0947], [-1.1348, 0.0679, -1.0137], [1.0501, -0.6521, -2.2737], [-2.2897, 0.1562, -0.2807], [2.0623, -0.9161, -3.0225], [-1.3264, -0.5673, -2.1615], [-0.1448, -0.9407, -2.8541], [-2.6623, -0.8914, -2.6702], [-0.1117, -1.5206, -4.2339], [-3.2568, 0.0163, -2.7431], [-3.1852, -1.6136, -2.0427], [-2.5511, -1.3139, -3.6627], [0.9394, -1.8271, -4.4661], [-0.4152, -0.7476, -4.9832], [-0.8009, -2.3874, -4.2997], [-2.6249, 1.0667, -0.4958], [2.9188, 0.4526, -2.0089], [0.6458, -1.9951, 0.5935], [-0.2494, -2.3848, 0.6800], [1.1279, -2.5768, -0.0201], [1.1037, 2.5375, -0.5804], [1.4296, 3.1835, 0.2527], [0.1850, 2.7484, -1.1400], [1.9575, 2.4195, -1.2952], [-3.6507, 2.4497, -0.8004], [-3.2827, 3.2263, -1.2513], [-4.0374, 2.7914, 0.0184], [2.8011, -0.1962, 1.1411], [2.6192, -0.6558, 2.5292], [1.9478, 0.3682, 3.4683], [0.6049, 0.9532, 3.0754], [-0.0340, 0.2876, 1.9467], [3.3481, 0.6607, 1.0484], [3.2534, -0.8865, 0.5375], [2.0273, -1.5842, 2.4694], [3.6326, -0.9055, 2.8973], [1.8444, -0.1861, 4.4111], [2.6619, 1.1838, 3.6432], [-0.0552, 0.8923, 3.9422], [0.7589, 1.9958, 2.7973], [-0.9978, 0.5980, 1.8013], [-0.0077, -0.7261, 1.9980]],
  "forces_ev_per_a": [[-1.42, 0.42, -1.58], [-0.25, -0.22, 0.16], [-0.19, -2.04, 0.02], [0.28, -1.54, -2.16], [-1.35, -0.97, -1.51], [-1.61, 1.29, 0.77], [0.38, 0.69, 0.95], [1.28, 0.94, 2.50], [2.16, 0.27, -0.05], [-0.49, -0.28, -0.58], [-0.14, -0.14, -0.58], [-0.20, -0.01, 0.10], [-0.01, 0.14, 0.10], [-0.22, -0.04, -0.11], [-1.13, 0.20, 0.22], [0.16, -0.64, 0.34], [0.38, 0.43, -0.22], [-0.10, -0.81, 0.47], [2.26, -0.47, 1.28], [-0.53, -1.23, -0.16], [0.70, 0.23, -0.38], [-0.33, 0.30, 0.14], [1.37, 1.67, -1.05], [-0.57, 0.20, -0.66], [0.29, 0.71, 0.37], [-0.65, 0.76, 0.37], [-0.05, 0.61, -0.01], [-0.08, -0.29, 0.16], [0.09, -0.08, -0.22], [-0.01, 0.15, -0.17], [0.49, -0.10, -0.62], [1.07, -0.83, 0.05], [-0.43, 0.01, -0.08], [-0.72, -0.23, 0.26], [0.02, -0.38, 0.16], [-0.04, 0.30, 0.37], [0.27, 0.38, 0.16], [-0.60, -0.04, 0.48], [0.08, 0.29, -0.05], [-0.16, -0.15, 0.07], [0.03, 0.38, 0.16], [-0.25, 0.06, 0.02], [0.35, -0.26, 0.12], [-0.13, 0.35, 0.35]],
  "charge": 0,
  "e_above_lowest_kj_mol": 0.0,
  "energy_ha": -1083.20677,
  "molar_mass_g_mol": 370.7
}

(5)
{
  "formula": "C5H6N",
  "method": "ωB97M-V/def2-TZVPD",
  "symbols": ["C", "C", "C", "N", "C", "C", "H", "H", "H", "H", "H", "H"],
  "positions_angstrom": [[-3.5033, -0.4896, -0.1821], [-2.4265, 0.0749, -0.0629], [-1.0622, 0.5271, 0.2880], [0.0981, 0.4471, -0.1748], [1.3205, 0.5706, -0.4405], [2.2661, -0.4698, 0.0684], [-4.4262, -0.9755, -0.1135], [-1.2466, 0.8857, 1.2399], [1.5596, 1.4993, -0.9561], [3.1087, 0.1415, 0.2161], [2.3890, -1.1655, -0.7603], [1.9228, -1.0458, 0.8778]],
  "forces_ev_per_a": [[2.88, 1.52, 0.64], [0.56, -1.24, -1.34], [-2.65, -1.32, -0.97], [-1.00, 0.33, -0.44], [-1.46, -0.70, 1.07], [-0.61, 0.95, -2.43], [-0.93, -0.34, -0.22], [0.84, 1.43, 2.23], [0.53, -0.24, -0.17], [1.78, -0.13, 0.57], [0.60, -0.03, -0.19], [-0.54, -0.24, 1.23]],
  "charge": 1,
  "e_above_lowest_kj_mol": 373.2,
  "energy_ha": -248.47356,
  "molar_mass_g_mol": 80.1,
  "smiles": "C#CC=[N+]=CC"
}